Record 1
14
Properties=species:S:1:pos:R:3:forces:R:3 method="wB97M-V/def2-TZVPD" de_lowest_kcal_mol=61.9 gap_ev=9.105 smiles="C=N.CCS" e_lumo_ev=0.3 fmax_ev_per_a=4.3 total_charge=0 e_homo_ev=-8.78
C 1.525001 -2.322547 -1.912178 0.5 3.2 0.9
N 1.715883 -1.391128 -0.975288 -1.6 -0.9 -3.9
H 2.371171 -2.949970 -2.325816 -0.9 0.8 0.1
H 0.499799 -2.279617 -2.515915 1.8 -1.0 2.1
H 2.592296 -0.832229 -0.988424 0.2 -2.0 0.8
C 0.110265 0.499323 2.110550 2.7 -0.5 -1.4
C -1.078664 0.459233 1.246263 -3.4 -0.8 1.9
S -1.166597 1.329782 -0.305508 0.2 0.4 -0.3
H 0.953852 0.086675 1.469660 -0.6 -0.4 1.4
H 0.478911 1.510140 2.198811 -0.3 0.6 0.7
H -0.118722 -0.005264 3.073212 0.7 0.3 -0.7
H -1.469913 -0.602212 1.173056 0.5 1.1 -0.2
H -1.837532 0.961492 1.962214 0.4 -0.5 -1.8
H -0.155120 0.756301 -0.999463 -0.2 -0.1 0.4



Record 2
22
Properties=species:S:1:pos:R:3:forces:R:3 method="wB97M-V/def2-TZVPD" de_lowest_kcal_mol=0.0 gap_ev=7.095 smiles="N[C@@]12[C@@H]([C@H]1C(=O)[O-])[C@H](C(=O)[O-])CS2(=O)=O" e_lumo_ev=5.5 fmax_ev_per_a=4.4 total_charge=-2 e_homo_ev=-1.63
N 0.085106 2.342620 -0.110096 -1.9 0.7 2.2
C 0.459827 0.992198 -0.349991 -0.2 -1.1 1.3
C -0.522284 -0.246460 -0.281553 -0.3 2.1 -1.2
C 0.054217 0.308082 -1.575383 -1.0 -0.9 -0.6
C -0.869353 1.109983 -2.543972 -1.2 0.6 1.6
O -0.599451 1.027706 -3.726298 0.7 -0.4 -1.9
O -1.829154 1.787922 -2.037138 0.9 -0.5 0.0
C -0.105973 -1.481850 0.389682 1.7 -1.3 2.6
C -1.388487 -2.000943 1.291147 1.8 -2.0 -3.5
O -1.667642 -1.310569 2.224631 -0.9 2.2 2.9
O -1.906960 -3.048085 0.877458 -0.3 -0.7 -0.2
C 0.944897 -0.989575 1.483167 -2.8 1.2 -0.9
S 1.782623 0.337043 0.662524 1.0 -0.6 0.0
O 2.887203 -0.196435 -0.111880 0.1 -0.2 -0.5
O 2.128126 1.268931 1.692682 0.3 1.5 0.8
H -0.712873 2.610170 -0.771103 1.1 -0.9 0.8
H -0.363571 2.364823 0.889654 1.1 0.2 -2.4
H -1.456392 0.092773 0.109488 -0.8 0.4 -0.6
H 0.731296 -0.384638 -2.074232 0.1 0.4 0.1
H 0.451471 -2.293843 -0.182072 -1.3 1.0 0.2
H 0.344723 -0.511129 2.327642 0.8 -0.7 -1.1
H 1.552652 -1.778723 1.815643 1.2 -0.7 0.5



Record 3
9
Properties=species:S:1:pos:R:3:forces:R:3 method="wB97M-V/def2-TZVPD" de_lowest_kcal_mol=33.6 gap_ev=7.662 e_lumo_ev=-1.1 fmax_ev_per_a=3.7 total_charge=0 e_homo_ev=-8.73
C 0.819206 0.060968 0.167031 -2.3 0.4 -2.8
C 1.668264 0.323792 1.105276 0.3 -0.4 1.5
F 1.743750 -0.208037 2.340694 -0.4 -0.4 -0.5
S -0.405631 -1.198143 0.282085 -0.7 0.2 -0.2
S -1.917248 -0.730341 -1.396337 0.1 -1.4 0.5
S -2.077760 1.073099 -1.994005 0.0 0.8 0.1
H 0.815825 0.734519 -0.776165 0.2 -1.4 1.6
H 2.427721 0.993398 0.929162 1.6 1.6 -0.1
H -3.074128 -1.049254 -0.657741 1.1 0.4 0.0



Record 4
83
Properties=species:S:1:pos:R:3:forces:R:3 method="wB97M-V/def2-TZVPD" multiplicity=3 de_lowest_kcal_mol=0.0 gap_ev="5.783 / 7.073" e_lumo_ev="-2.9 / -2.9" fmax_ev_per_a=0.5 total_charge=+1 s_squared=2.0123 e_homo_ev="-8.64 / -9.93"
Ti -0.055697 1.567475 0.374851 -0.2 0.1 -0.4
N -0.027743 2.851093 4.496451 0.0 0.0 0.0
C -0.789496 2.592903 3.433555 0.0 0.0 0.0
N 0.000848 2.324983 2.410809 0.1 0.0 0.1
C 1.260903 2.437010 2.927832 0.0 0.0 0.0
N 1.284825 2.759089 4.199025 0.0 0.0 0.0
C 2.393705 2.208865 2.041129 0.0 0.0 0.0
C 3.717699 2.410121 2.401824 0.0 0.0 0.0
N 4.717795 2.215513 1.553568 0.0 0.0 0.0
C 4.377146 1.823423 0.322782 0.0 0.0 0.0
C 3.068099 1.614401 -0.058770 0.0 0.0 0.0
N 2.045375 1.800224 0.797413 0.2 -0.1 0.1
H -0.314894 3.101443 5.428952 0.0 0.0 0.0
H -1.867487 2.605474 3.417713 0.0 0.0 0.0
H 3.960897 2.738117 3.405261 0.0 0.0 0.0
H 5.183349 1.666811 -0.383054 0.0 0.0 0.0
H 2.814222 1.291227 -1.059229 0.0 0.0 0.0
O -0.188208 -0.381039 0.828554 0.0 -0.1 0.1
P -0.049169 -1.874247 0.671497 0.0 0.2 0.0
N -0.916676 -2.534914 1.891048 0.1 0.0 0.0
C -0.946206 -3.984253 2.158081 0.0 0.0 0.0
C -1.670085 -4.097946 3.502794 0.0 0.0 0.0
C -1.394433 -2.754465 4.174822 0.0 0.0 0.0
C -1.497771 -1.775025 3.012876 0.0 0.0 0.0
N 1.471361 -2.455697 0.790069 0.0 -0.3 0.0
C 2.151536 -2.359384 2.099169 0.0 0.0 0.0
C 3.573702 -1.950256 1.734891 0.0 0.0 0.0
C 3.792576 -2.654627 0.399168 0.0 0.0 0.0
C 2.451588 -2.479033 -0.312468 0.0 0.1 0.0
N -0.549697 -2.291124 -0.832866 -0.1 -0.1 0.1
C -0.452905 -3.676859 -1.349659 0.0 0.0 0.0
C -1.862682 -3.997419 -1.831741 0.0 0.0 0.0
C -2.348494 -2.640300 -2.334748 0.0 0.0 0.0
C -1.837282 -1.681094 -1.267468 0.0 0.0 0.0
H 0.070943 -4.383453 2.210403 0.0 0.0 0.0
H -1.478489 -4.523325 1.371793 0.0 0.0 0.0
H -1.325695 -4.953334 4.080586 0.0 0.0 0.0
H -2.742541 -4.214532 3.337932 0.0 0.0 0.0
H -0.382892 -2.736261 4.588005 0.0 0.0 0.0
H -2.095610 -2.527674 4.976265 0.0 0.0 0.0
H -0.948823 -0.848157 3.170582 0.0 0.0 0.0
H -2.540612 -1.519052 2.805143 0.0 0.0 0.0
H 2.134206 -3.326139 2.610459 0.0 0.0 0.0
H 1.660829 -1.625961 2.742579 0.0 0.0 0.0
H 4.297131 -2.228777 2.498821 0.0 0.0 0.0
H 3.620651 -0.866247 1.598384 0.0 0.0 0.0
H 3.994952 -3.715033 0.560424 0.0 0.0 0.0
H 4.618254 -2.239370 -0.176174 0.0 0.0 0.0
H 2.243102 -3.294072 -1.003528 0.0 0.0 0.0
H 2.424102 -1.540300 -0.875547 0.0 0.0 0.0
H -0.089402 -4.363369 -0.584288 0.0 0.0 0.0
H 0.251098 -3.705987 -2.185439 0.0 0.0 0.0
H -2.482268 -4.332294 -0.996004 0.0 0.0 0.0
H -1.871633 -4.773779 -2.594751 0.0 0.0 0.0
H -3.428222 -2.578560 -2.454539 0.0 0.0 0.0
H -1.886105 -2.413433 -3.298510 0.0 0.0 0.0
H -2.540798 -1.632608 -0.428934 0.0 0.0 0.0
H -1.682572 -0.665750 -1.627235 0.0 0.0 0.0
N 0.245904 1.314456 -1.835910 0.0 0.1 0.2
C 0.161384 1.254000 -2.979210 0.1 -0.1 0.0
C 0.051557 1.162689 -4.403049 0.0 0.0 0.1
C 0.839570 0.244681 -5.096696 0.0 0.0 0.0
C 0.716941 0.161674 -6.472134 0.0 0.0 0.0
C -0.179475 0.986301 -7.140127 0.0 0.0 0.0
C -0.961790 1.897260 -6.442426 0.0 0.0 0.0
C -0.853251 1.991261 -5.066290 0.0 0.0 0.0
H 1.533643 -0.389318 -4.561620 0.0 0.0 0.0
H 1.321605 -0.544404 -7.024178 0.0 0.0 0.0
H -0.269156 0.917672 -8.216011 0.0 0.0 0.0
H -1.657839 2.533780 -6.970658 0.0 0.0 0.0
H -1.458143 2.690663 -4.505424 0.0 0.0 0.0
F -2.585618 7.794813 0.078387 0.0 0.0 0.0
C -2.573685 6.465176 0.092647 0.0 0.0 0.0
C -3.751230 5.751209 0.258933 0.0 0.0 0.0
F -4.897974 6.408034 0.405119 0.0 0.0 0.0
C -3.737406 4.367844 0.277676 0.0 0.0 0.0
F -4.899609 3.737663 0.445126 0.0 0.0 0.0
C -2.562697 3.626653 0.131696 0.0 0.0 0.0
S -2.556571 1.873639 0.141283 0.0 0.0 0.0
C -1.419050 4.392749 -0.031845 0.0 0.0 0.0
F -0.203493 3.756170 -0.187326 -0.1 0.0 0.0
C -1.386742 5.772012 -0.054500 0.0 0.0 0.0
F -0.233223 6.420308 -0.214033 0.0 0.0 0.0



Record 5
90
Properties=species:S:1:pos:R:3:forces:R:3 method="wB97M-V/def2-TZVPD" de_lowest_kcal_mol=97.4 gap_ev=7.462 e_lumo_ev=-4.1 fmax_ev_per_a=6.2 total_charge=+1 e_homo_ev=-11.57
Mg -2.149790 -0.104267 2.432810 -1.0 0.3 -2.6
N -0.572640 0.344403 -0.243940 3.4 -1.2 -5.0
O -0.879640 -0.349987 -1.226650 -1.2 -0.3 0.4
O 0.501190 0.930783 -0.319190 0.2 1.0 1.5
O -1.304900 0.413393 0.715040 -2.0 0.5 3.8
C 2.138890 -3.283887 1.675760 0.7 -1.3 0.6
C 1.482050 -2.395987 0.720880 -0.5 1.3 -1.3
C 2.706490 -1.905757 -0.136240 -0.9 -0.3 1.1
O 3.868360 -1.981657 0.762850 -0.5 0.3 -1.9
C 3.446170 -2.544437 1.943810 -0.9 -1.0 1.5
H 2.296060 -4.232987 1.163320 0.3 -0.3 0.3
H 1.602590 -3.457667 2.608650 -0.1 -0.1 0.0
H 0.942010 -1.627867 1.274440 0.2 0.7 -0.2
H 0.746490 -2.877837 0.076770 0.1 -0.1 -0.1
H 2.558080 -0.898607 -0.525770 0.3 0.0 0.1
H 2.754820 -2.635937 -0.944070 0.7 0.1 -0.1
H 3.206890 -1.770967 2.673590 0.1 0.4 0.4
H 4.150110 -3.223307 2.425180 0.5 0.2 -0.4
C -1.009970 -3.886607 3.773040 0.6 0.5 0.2
O -1.579290 -4.189037 2.496100 0.2 -0.3 0.6
C -2.055420 -3.255477 1.722860 0.5 0.9 1.1
O -2.178300 -2.058207 2.024660 0.5 0.0 0.7
O -2.393750 -3.765777 0.617070 -0.3 -2.3 -0.9
C -2.477850 -3.034657 -0.567230 0.0 2.5 -1.3
H -0.248950 -4.641007 3.972610 -0.5 -0.3 0.0
H -1.755810 -3.822767 4.565350 -0.1 -0.2 -0.2
H -0.438990 -2.958657 3.741530 -0.2 0.2 -0.2
H -3.147270 -2.193497 -0.387200 0.0 0.0 -0.3
H -2.789340 -3.571797 -1.463090 -0.3 -0.8 0.8
H -1.510150 -2.610837 -0.835630 0.1 0.0 0.3
C 2.902330 2.207493 -2.030520 -0.8 -0.2 -1.2
O 3.469310 3.094413 -3.031060 0.7 -0.4 1.1
C 2.698160 3.535453 -4.015700 -3.2 -1.4 0.2
O 1.505800 3.263193 -4.213540 2.0 0.4 0.6
O 3.428140 4.294683 -4.753480 1.3 1.4 0.2
C 2.987740 4.913283 -5.947750 -0.1 -0.5 -0.4
H 2.079800 2.727643 -1.539630 0.1 -0.3 0.1
H 3.632710 1.808063 -1.326890 0.4 0.8 -0.2
H 2.539320 1.330773 -2.566900 -0.4 0.1 0.1
H 1.939730 5.204383 -6.018750 -0.1 -0.2 0.6
H 3.176000 4.124213 -6.675780 0.1 0.7 -0.7
H 3.604700 5.808333 -6.027480 0.0 -0.3 -0.4
C 0.468210 -2.646697 -3.788120 0.8 1.3 0.6
O 0.187380 -3.979087 -4.122090 -0.8 -1.2 0.6
C 0.065010 -4.930267 -3.145560 1.5 0.6 1.0
O 0.388860 -4.833717 -1.958380 -1.1 0.2 -2.1
O -0.327790 -6.026887 -3.766030 -0.6 0.2 -0.8
C -0.692500 -7.204357 -3.066450 0.3 -0.3 0.8
H -0.308230 -2.112107 -3.240890 -0.2 -0.5 0.3
H 0.598360 -2.034837 -4.680750 0.0 -0.6 -0.4
H 1.410920 -2.566467 -3.246860 -0.1 -0.1 0.2
H -1.112470 -7.935457 -3.757270 0.2 0.4 -0.3
H -1.446130 -7.006547 -2.304200 0.1 0.2 0.1
H 0.197110 -7.634967 -2.606800 -0.1 0.0 0.1
C -5.861750 -2.006477 1.638060 -0.4 -0.2 1.0
O -5.907690 -1.076677 0.551300 0.3 -0.9 0.6
C -4.885610 -0.258657 0.393830 1.0 -1.0 1.7
O -3.897610 -0.224757 1.180540 -2.3 0.6 -1.8
O -5.146100 0.383023 -0.706180 0.6 0.1 -0.3
C -4.186520 1.311413 -1.189580 1.1 0.6 0.0
H -6.407940 -2.916497 1.389780 -0.2 0.4 -0.4
H -6.339690 -1.536407 2.497540 -0.1 -0.1 0.0
H -4.876810 -2.330117 1.974570 0.3 0.4 -0.5
H -4.265550 2.173303 -0.527000 0.3 0.3 -0.4
H -4.337380 1.540083 -2.244590 -0.8 0.0 0.3
H -3.178820 0.895913 -1.190920 0.0 -0.2 0.5
C -0.519520 3.494293 2.057220 0.0 -0.9 0.5
O -1.806080 3.929313 2.651380 -0.1 -0.5 -0.6
C -2.758740 3.064763 2.907340 -0.7 0.5 0.2
O -2.672780 1.813933 2.684750 -0.6 2.8 1.6
O -3.879470 3.700553 3.463810 1.3 -2.4 -1.8
C -4.085070 5.133213 3.327210 1.2 1.0 0.6
H -0.109530 2.773113 2.764260 0.2 0.2 0.0
H 0.153770 4.345353 1.954840 -0.5 0.1 0.2
H -0.618880 2.967363 1.108240 -0.5 0.2 0.0
H -4.996700 5.483713 3.811130 -0.1 -1.0 0.3
H -4.145240 5.566313 2.328750 0.3 -0.9 -0.4
H -3.248230 5.599593 3.847080 -0.1 0.2 -0.1
C 3.113560 1.555193 2.037060 -0.8 2.0 1.9
O 4.128080 2.366843 1.424260 0.6 0.9 -1.4
C 3.959910 3.721733 1.320460 -1.1 1.4 1.4
O 3.041570 4.359763 1.886260 2.5 -1.8 -1.9
O 5.001470 4.294133 0.589660 -2.2 -3.6 0.9
C 5.194660 5.658843 0.580790 -0.1 2.2 0.2
H 3.199390 0.469473 1.993100 0.6 0.4 -1.1
H 2.121380 1.947473 1.813880 0.0 -0.4 -0.8
H 3.153530 1.801063 3.098220 0.3 -0.2 0.4
H 4.373000 6.300803 0.263220 -0.7 -0.6 0.0
H 5.947270 5.890733 -0.172810 0.4 -0.4 0.4
H 5.443520 5.998633 1.586130 0.4 0.1 -0.1



Record 6
25
Properties=species:S:1:pos:R:3:forces:R:3 method="wB97M-V/def2-TZVPD" de_lowest_kcal_mol=173.5 gap_ev="8.892 / 7.543" smiles="CCCCO/N=C(/C#N)S(C)(=O)=O" e_lumo_ev="-0.8 / -1.9" fmax_ev_per_a=7.2 total_charge=0 e_homo_ev="-9.67 / -9.41"
C 1.601102 -3.629234 0.928643 1.1 -1.0 0.1
C 1.981700 -2.146597 1.211118 -2.1 -1.2 -1.9
C 1.528810 -1.339584 0.004562 -1.8 -0.2 -0.6
C -0.098090 -1.399620 -0.050589 3.8 -0.7 -3.9
O -0.593842 -0.124149 -0.260159 -0.8 0.8 0.9
N -1.252638 0.303064 0.770715 -1.3 6.5 0.2
C -1.509506 1.922531 0.473264 1.5 -7.0 -1.1
C -2.191705 2.815189 1.250434 -0.2 0.2 1.0
N -2.640226 3.627807 1.941547 -0.2 0.0 -0.1
S -1.024561 2.133785 -1.236648 0.2 -1.2 -1.1
C -1.473190 3.765370 -1.560767 -0.4 0.1 0.1
O -1.773934 1.238296 -2.103376 0.2 0.9 0.7
O 0.416539 2.031852 -1.239156 -0.3 0.5 -0.1
H 2.395638 -4.201307 0.341543 -1.1 1.2 0.1
H 1.496530 -4.353278 1.769784 -0.2 1.1 0.0
H 0.646565 -3.574604 0.384724 0.5 -0.7 0.1
H 1.280812 -1.685823 1.880943 0.3 -0.3 1.6
H 2.981248 -1.945457 1.423699 1.6 0.1 0.7
H 1.812060 -0.332334 0.135152 0.1 1.4 0.3
H 1.894113 -1.569078 -0.990449 0.3 -0.6 0.0
H -0.327396 -1.873710 -1.046749 -0.2 -0.3 1.5
H -0.403139 -1.861198 0.825423 -1.4 -0.7 1.4
H -1.285868 4.021844 -2.586432 0.9 0.1 -0.3
H -2.525571 3.914838 -1.485271 -0.9 -0.1 0.6
H -0.935452 4.261395 -0.781954 0.4 1.2 0.0